No. 1
The following is a DFT calculation (ωB97M-V/def2-TZVPD) of a 2-piece molecular cluster, C5H11NO2 overall in a non-equilibrium geometry.

Results
Kohn-Sham gap	10.82	eV
HOMO	-10.2	eV
SMILES string	CC(C)(C)N=C=O.O
maximum force	3.7	eV Å⁻¹
E_tot	-402.3298	hartree

Atoms and positions in Å:
1 C 1.607 0.132 -0.458
2 C 0.399 -0.087 0.417
3 C -0.350 1.267 0.743
4 C 0.703 -0.798 1.719
5 N -0.490 -0.874 -0.368
6 C -1.651 -1.160 -0.369
7 O -2.798 -1.389 -0.579
8 H 2.498 0.604 -0.012
9 H 2.105 -0.826 -0.671
10 H 1.371 0.648 -1.378
11 H 0.382 2.014 1.035
12 H -1.250 1.165 1.402
13 H -0.734 1.669 -0.153
14 H 1.352 -0.018 2.200
15 H -0.129 -0.838 2.357
16 H 1.282 -1.674 1.790
17 O -1.421 0.404 -2.664
18 H -2.272 -0.101 -2.473
19 H -0.605 -0.138 -2.538

Here are the Löwdin charges for atoms 1 to 6, given in e: -0.049 -0.608 -0.013 -0.032 0.141 -0.315

---

No. 2
The following is a DFT calculation (ωB97M-V/def2-TZVPD) of a 2-piece molecular cluster, C6H7Cl2N overall in a non-equilibrium geometry.

Results
Kohn-Sham gap (alpha / beta)	2.43 / 7.07	eV
spin multiplicity	2
HOMO (alpha / beta)	0.7 / -4.0	eV
maximum force	2.6	eV Å⁻¹
total charge	-1
E_tot	-1207.9114	hartree

Atoms and positions in Å:
1 N 43.025 8.730 -16.115
2 C 41.835 8.112 -16.012
3 C 40.791 8.349 -16.903
4 C 41.028 9.248 -17.976
5 C 42.265 9.824 -18.134
6 C 43.297 9.591 -17.188
7 H 41.669 7.542 -15.109
8 H 39.830 7.868 -16.793
9 H 40.250 9.543 -18.664
10 H 42.431 10.482 -18.974
11 H 44.274 10.050 -17.187
12 C 38.478 6.252 -19.572
13 Cl 39.952 5.585 -18.719
14 Cl 37.516 7.237 -18.472
15 H 38.817 6.792 -20.456
16 H 37.835 5.465 -19.966

Here are the Löwdin charges for atoms 1 to 6, given in e: -0.069 -0.259 -0.204 -0.212 -0.188 -0.221

---

No. 3
The following is a DFT calculation (ωB97M-V/def2-TZVPD) of a 2-piece molecular cluster, C3H6ClNS overall in a non-equilibrium geometry.

Results
Kohn-Sham gap	8.56	eV
HOMO	-8.2	eV
maximum force	4.9	eV Å⁻¹
E_tot	-1030.9013	hartree

Atoms and positions in Å:
1 C -2.400 -0.260 0.134
2 C -2.057 2.118 0.305
3 C 2.725 -1.148 -0.548
4 N -2.408 0.935 0.316
5 S 1.342 -0.622 0.583
6 Cl -2.024 -1.571 1.166
7 H 0.165 -0.648 -0.073
8 H -1.198 2.322 -0.197
9 H -2.803 2.821 0.526
10 H 3.054 -0.415 -1.199
11 H 2.199 -1.964 -1.131
12 H 3.407 -1.568 0.119

Here are the Löwdin charges for atoms 1 to 6, given in e: -0.578 0.000 -0.418 -0.109 0.582 0.591

---

No. 4
The following is a DFT calculation (ωB97M-V/def2-TZVPD) of C23H31N8O3V as an isolated structure.

Results
Kohn-Sham gap (alpha / beta)	7.46 / 9.11	eV
spin multiplicity	4
HOMO (alpha / beta)	-9.8 / -11.4	eV
maximum force	0.8	eV Å⁻¹
total charge	+1
E_tot	-2502.7414	hartree

Atoms and positions in Å:
1 V -0.165 0.702 -0.408
2 O -1.398 3.965 -2.425
3 C -1.291 2.887 -1.860
4 N -0.255 2.034 -1.869
5 C 0.961 2.431 -2.534
6 C 2.155 1.848 -1.809
7 C 3.454 2.168 -2.192
8 C 4.521 1.635 -1.499
9 C 4.278 0.782 -0.428
10 C 2.969 0.498 -0.111
11 N 1.924 1.007 -0.783
12 C -2.442 2.377 -0.993
13 C -3.634 3.075 -0.952
14 C -4.659 2.597 -0.154
15 C -4.458 1.439 0.584
16 C -3.233 0.804 0.498
17 N -2.239 1.255 -0.274
18 H 0.989 2.079 -3.573
19 H 1.059 3.520 -2.582
20 H 3.609 2.839 -3.026
21 H 5.535 1.881 -1.785
22 H 5.083 0.346 0.145
23 H 2.720 -0.171 0.704
24 H -3.718 3.972 -1.548
25 H -5.606 3.118 -0.106
26 H -5.234 1.028 1.213
27 H -3.028 -0.103 1.055
28 C 0.834 -2.183 -0.982
29 N -0.300 -1.277 -1.334
30 C -1.561 -1.988 -0.960
31 N -1.683 -3.274 -1.613
32 C -0.532 -4.100 -1.243
33 N 0.733 -3.472 -1.634
34 C 0.713 -3.258 -3.085
35 N -0.412 -2.414 -3.491
36 C -0.303 -1.133 -2.824
37 C -1.654 -3.063 -3.065
38 H 0.835 -2.312 0.103
39 H 1.761 -1.694 -1.288
40 H -2.399 -1.350 -1.247
41 H -1.560 -2.119 0.124
42 H -0.615 -5.069 -1.736
43 H -0.535 -4.257 -0.162
44 H 0.634 -4.223 -3.585
45 H 1.647 -2.782 -3.389
46 H -1.139 -0.488 -3.098
47 H 0.627 -0.640 -3.115
48 H -1.742 -4.028 -3.565
49 H -2.503 -2.441 -3.354
50 O 0.259 1.843 2.138
51 C -0.071 0.609 2.434
52 O -0.214 -0.230 1.552
53 C -0.297 0.350 3.916
54 N 0.223 1.518 4.642
55 C 1.504 1.130 5.299
56 C 1.846 -0.252 4.736
57 C 0.482 -0.864 4.416
58 H -1.379 0.256 4.040
59 H -0.448 1.861 5.314
60 H 0.314 2.287 3.043
61 H 1.372 1.097 6.381
62 H 2.276 1.866 5.080
63 H 2.422 -0.848 5.440
64 H 2.443 -0.158 3.825
65 H 0.008 -1.249 5.319
66 H 0.519 -1.665 3.681

Here are the Löwdin charges for atoms 1 to 6, given in e: 0.825 0.058 -0.490 -0.089 -0.146 -0.220

---

Here are the calculated molar mass numbers, same order: 117.148 164.035 123.608 518.498 (Da).
Here are the calculated energy relative to the best compared isomer or geometry (same formula, charge and spin) numbers, same order: 126.9 0.0 396.7 0.0 (kJ/mol).